(1)
Below is the ion C22H21F4OSi with charge +1 in a non-equilibrium geometry, with properties calculated with ωB97M-V with the def2-TZVPD basis set.

```
49
Properties=species:S:1:pos:R:3:forces:R:3:mulliken_charge:R:1
F -3.8125 2.9613 2.4165 -0.4 -1.3 0.1 -0.29
C -3.7827 1.5940 2.5237 0.5 0.6 -0.1 0.46
C -4.9512 0.8463 2.4968 0.3 0.1 0.0 -0.70
C -4.8576 -0.5346 2.6168 -0.8 -0.1 0.1 0.41
F -6.0128 -1.2727 2.6053 1.1 0.7 0.0 -0.30
C -3.6473 -1.1813 2.7530 0.6 0.4 -0.3 -0.86
C -2.4687 -0.4011 2.6976 -0.5 0.0 0.4 0.86
C -1.1929 -1.1266 2.7551 2.4 -1.0 0.2 -0.21
C 0.0692 -0.6484 2.5684 -1.1 -0.3 -0.3 -1.10
C 1.4466 -1.3550 2.6562 -1.8 0.2 -0.2 0.30
C 2.5492 -0.4056 2.9655 -0.4 -0.4 0.6 0.10
C 3.4475 -0.8813 3.9090 0.4 0.5 -0.1 -0.62
C 4.5897 -0.1459 4.0846 1.5 0.3 0.1 0.35
F 5.5791 -0.6206 4.9045 -1.0 0.5 -0.6 -0.34
C 4.8421 1.0231 3.3628 -0.3 0.6 0.0 -0.76
C 3.8530 1.5001 2.5065 -0.1 0.6 -0.5 0.24
F 4.0057 2.6503 1.7723 0.3 -1.1 1.0 -0.31
C 2.6666 0.8218 2.3187 0.3 -1.0 0.1 -0.68
C -2.5372 1.0071 2.6290 0.2 -1.0 0.0 -0.81
H -5.8846 1.3501 2.3836 -0.6 0.1 0.0 0.49
H -3.6077 -2.2633 2.8489 0.0 0.2 0.0 0.43
H -1.2084 -2.2006 3.0166 -0.6 0.4 -0.3 0.32
H 0.1092 0.4128 2.4944 0.4 0.7 -0.5 0.16
H 1.2722 -2.1136 3.3866 0.5 -0.2 1.3 0.75
H 3.2749 -1.7846 4.4712 0.1 -0.1 -0.1 0.47
H 5.7292 1.6248 3.5014 0.2 -0.2 0.1 0.52
H 1.8902 1.1587 1.6505 0.1 0.2 -0.1 0.48
H -1.6185 1.5859 2.6755 -0.4 0.1 -0.1 0.50
C 6.6817 -2.7971 -1.0336 -0.3 0.9 -0.4 -0.96
Si 5.6082 -3.6387 0.2497 2.6 -1.7 0.5 -0.01
C 5.5285 -5.4418 -0.2592 -0.9 -1.1 -0.4 -0.99
C 6.4071 -3.5788 1.9170 0.2 0.4 1.1 -0.87
C 3.9308 -2.8454 0.5762 -2.4 -0.3 2.3 0.68
C 3.2699 -2.0553 -0.3438 -1.3 1.6 0.0 -0.62
C 2.0570 -1.6976 0.2075 0.6 -0.5 -1.0 -0.52
C 1.8351 -2.3207 1.4791 -0.1 -0.7 0.5 0.31
O 3.1618 -2.9824 1.7113 0.4 -0.3 -1.8 -0.31
H 7.7064 -3.2562 -1.0238 -1.0 0.3 0.1 0.33
H 6.2597 -2.9096 -2.0639 0.4 0.2 0.7 0.34
H 6.7796 -1.7099 -0.7944 0.1 -0.7 -0.4 0.32
H 6.5271 -5.9390 -0.2683 -0.4 0.8 0.2 0.32
H 4.9017 -6.0632 0.4240 0.3 0.5 -0.4 0.34
H 5.1378 -5.5995 -1.2910 0.1 0.2 0.7 0.35
H 7.4441 -3.9784 1.9160 -0.6 0.2 -0.1 0.34
H 6.4722 -2.5275 2.2821 0.0 -0.6 -0.1 0.26
H 5.8226 -4.1644 2.6670 0.4 0.4 -0.5 0.31
H 3.7371 -1.6476 -1.2266 -0.2 -0.2 -0.2 0.53
H 1.3231 -1.0304 -0.1629 -0.5 0.5 -0.7 0.63
H 0.9515 -3.0530 1.5886 1.7 0.5 -0.9 0.42
```
Forces are in eV/Å.

Results
**Calculated total energy**: -43941.394 eV
**LUMO level**: -0.212 Eh
**HOMO-LUMO gap**: 0.2155 Ha
**Largest force on an atom**: 0.0661 Eh/bohr
**Spin multiplicity**: 1
**Net charge**: +1

=====

(2)
Below is the ion C9H14NS with charge +1 in a non-equilibrium geometry, with properties calculated with ωB97M-V with the def2-TZVPD basis set.

```
25
Properties=species:S:1:pos:R:3:forces:R:3:mulliken_charge:R:1
C -1.7930 -1.5649 0.4635 2.0 0.4 -1.7 -0.63
C -1.1778 0.4794 -0.5495 0.1 0.7 0.0 -0.09
C -2.1933 -0.3557 0.1081 -0.8 0.7 0.9 0.93
C 0.0539 -0.2634 -0.7659 -0.5 -0.1 0.2 1.08
C -1.4641 1.7347 -0.9877 -2.4 -2.2 -1.2 -1.01
C 1.3954 0.2257 -1.2148 1.2 -2.5 -1.4 -1.00
C -3.5019 0.1218 0.5975 -2.0 1.7 0.1 -1.41
C 2.1049 0.7980 1.1405 -1.6 -0.2 -1.1 -0.76
C 2.9248 -1.2173 0.0610 0.5 0.5 0.5 -1.02
N 2.3168 0.0628 -0.1150 -0.5 0.0 -0.7 0.03
S -0.1792 -1.8242 -0.2174 0.4 -0.3 0.0 -0.02
H -2.2703 -2.3436 0.9804 -0.6 -0.8 0.5 0.50
H -2.5700 1.8801 -1.0394 1.0 0.6 0.7 0.20
H -0.9635 2.2976 -1.7369 1.2 0.7 0.2 0.38
H 1.7797 -0.3905 -2.1676 -0.8 1.1 2.2 0.30
H 1.4904 1.2290 -1.5207 -0.8 1.4 -0.4 0.47
H -4.1554 0.7192 -0.1407 1.3 -0.7 0.9 0.39
H -4.1628 -0.7235 0.8568 0.5 0.4 0.2 0.38
H -3.3379 0.7908 1.4993 -0.4 -0.8 -1.0 0.31
H 3.0611 0.6876 1.6014 0.4 0.7 0.8 0.36
H 1.8104 1.8567 0.8791 0.5 -1.1 0.6 0.27
H 1.3166 0.3158 1.8067 0.8 0.6 -0.6 0.24
H 3.6859 -0.9304 0.7363 1.1 -0.6 1.2 0.41
H 2.3349 -2.0221 0.5020 -0.3 -0.1 0.1 0.34
H 3.4946 -1.5636 -0.7770 -0.2 -0.2 -1.0 0.34
```
Forces are in eV/Å.

Results
**Calculated total energy**: -21875.836 eV
**LUMO level (alpha / beta)**: -0.222 / -0.222 Eh
**HOMO-LUMO gap (alpha / beta)**: 0.2297 / 0.2296 Ha
**Largest force on an atom**: 0.0677 Eh/bohr
**Spin multiplicity**: 1
**Net charge**: +1

=====

(3)
Below is a cluster of 2 separate species, C4H8NO5S in total in a non-equilibrium geometry, with properties calculated with ωB97M-V with the def2-TZVPD basis set.

```
19
Properties=species:S:1:pos:R:3:forces:R:3:mulliken_charge:R:1
C 0.4598 -0.8814 -1.0583 3.6 -2.7 0.6 -0.84
C -0.8971 0.0926 1.9532 0.4 0.1 0.4 -0.75
C 0.7346 0.5667 -0.8263 -2.4 -1.5 -0.7 -0.72
C -1.2316 0.9198 0.9785 -1.8 -0.7 0.5 -0.42
N 1.7929 1.0984 -0.4563 4.3 -0.9 1.2 0.81
O 2.1725 2.2213 -0.1451 -0.3 0.9 -0.2 -0.75
O -3.7121 1.1062 0.3668 1.1 -0.4 -0.6 -0.69
O 2.9168 0.0497 -0.2142 -3.7 -1.5 0.0 -0.54
O -2.0188 0.9048 -1.4768 -0.9 -0.5 1.7 -0.73
O -2.6172 -1.0478 -0.0841 0.1 0.1 0.1 -0.68
S -2.5189 0.4059 -0.1491 -0.7 0.6 -1.4 1.24
H 0.4038 -1.1191 -2.1628 0.0 0.2 1.3 0.22
H 1.3627 -1.5715 -0.5342 -2.2 2.0 -1.8 0.26
H -0.3862 -1.2907 -0.5244 -0.7 0.6 -0.3 0.29
H 3.7188 0.4873 -0.2928 2.1 2.2 -0.3 0.29
H -0.3031 0.2802 2.8271 0.5 0.9 0.1 0.28
H -1.2189 -0.9311 1.9941 -0.5 -0.3 -0.7 0.30
H -0.1307 1.1969 -0.9279 0.2 0.5 -0.4 1.00
H -1.1528 1.9823 0.8311 0.8 0.3 0.6 0.45
```
Forces are in eV/Å.

Results
**Calculated total energy**: -26837.363 eV
**LUMO level**: 0.121 Eh
**HOMO-LUMO gap**: 0.3226 Ha
**Largest force on an atom**: 0.0882 Eh/bohr
**Spin multiplicity**: 1
**Net charge**: -1

=====

What is the calculated total energy in the second record? -21875.836 eV